The following is a quantum chemistry calculation of a molecular structure, C28H27F5GeIrN3O7Te, from the Open Molecules 2025 dataset.

```
73
C28H27F5GeIrN3O7Te | the Open Molecules 2025 dataset | ωB97M-V/def2-TZVPD
Ir -0.38 0.14 0.27
C 1.10 2.52 1.97
O 0.75 2.03 0.67
C 1.55 2.36 -0.40
C 2.50 3.36 -0.33
C 3.18 3.74 -1.48
C 2.91 3.12 -2.69
C 1.99 2.08 -2.74
C 1.32 1.68 -1.60
N 0.44 0.57 -1.56
N 0.07 0.10 -2.66
C -0.81 -0.92 -2.79
C -1.41 -1.65 -1.72
O -1.06 -1.54 -0.49
C -2.39 -2.66 -2.01
C -2.70 -2.96 -3.28
C -2.11 -2.28 -4.39
C -2.46 -2.61 -5.72
C -1.95 -1.90 -6.78
C -1.05 -0.86 -6.54
C -0.66 -0.55 -5.26
C -1.18 -1.25 -4.16
H 2.13 2.25 2.21
H 0.43 2.04 2.66
H 0.97 3.61 2.00
H 2.71 3.85 0.60
H 3.93 4.52 -1.42
H 3.42 3.43 -3.59
H 1.78 1.56 -3.67
H -2.84 -3.15 -1.16
H -3.43 -3.74 -3.48
H -3.15 -3.42 -5.88
H -2.25 -2.14 -7.79
H -0.66 -0.29 -7.38
H 0.04 0.25 -5.08
O 1.58 -1.50 -0.15
C 2.08 -2.31 0.62
C 2.55 -1.99 1.95
C 3.54 -2.75 2.53
C 4.05 -2.40 3.76
C 3.49 -1.33 4.48
C 2.47 -0.60 3.94
C 1.97 -0.87 2.63
O 1.08 -0.12 2.12
N 5.18 -3.10 4.30
O 5.67 -2.71 5.35
O 5.63 -4.06 3.67
H 2.26 -3.34 0.28
H 3.96 -3.60 2.00
H 3.89 -1.10 5.46
H 2.00 0.21 4.49
F -0.18 -3.00 1.97
Te -1.76 -1.68 2.30
F -3.13 -1.09 3.49
F -2.56 -3.36 2.78
F -3.33 -1.50 1.04
F -0.83 -1.66 3.97
O -1.43 0.22 2.03
C -3.90 3.05 0.90
Ge -2.50 2.82 -0.44
C -1.20 4.27 -0.25
C -3.24 3.05 -2.25
C -1.92 0.96 -0.39
H -4.45 3.97 0.70
H -3.46 3.09 1.89
H -4.59 2.20 0.88
H -1.73 5.20 -0.48
H -0.37 4.16 -0.95
H -0.81 4.33 0.76
H -3.81 3.97 -2.32
H -3.88 2.21 -2.52
H -2.42 3.09 -2.97
H -2.77 0.26 -0.42
```

Values from the calculation:
Largest force on an atom in eV Å⁻¹: 3.09
<S²>: 0.7590
2S+1: 2
LUMO level (spin up / spin down) in eV: 0.76 / 0.76
Total charge: -1
Highest occupied orbital energy (spin up / spin down) in eV: -4.69 / -5.29

Mulliken population analysis, charges in e, atoms 1 to 8: 2.305, -1.658, 0.486, 0.058, -0.670, -0.812, -0.820, -0.752